Below is a structure of composition C33H42CoN4OS2SiTe, with properties calculated with ωB97M-V/def2-TZVPD.

## Properties
- 2S+1 = 4
- calculated total energy (a.u.) = -4313.5789
- E_LUMO (spin up / spin down) (eV) = -0.18 / -0.25
- charge = 0
- highest occupied orbital energy (spin up / spin down) (eV) = -6.410 / -6.794

Last column: Mulliken spin population.
Atoms and positions in Å:
Co1 0.381 -0.759 -0.651  2.60
C1 -1.254 -6.584 -3.364  0.00
C2 -0.151 -5.695 -2.793  0.00
N1 -0.595 -4.586 -1.923  0.02
C3 -1.935 -4.654 -1.283  0.01
C4 -1.956 -5.381 0.061  0.00
C5 0.271 -3.583 -1.591  0.01
C6 1.599 -3.494 -2.319  -0.03
N2 0.022 -2.692 -0.653  0.01
H1 -0.780 -7.322 -4.007  0.00
H2 -1.929 -5.998 -3.992  0.00
H3 -1.817 -7.082 -2.556  0.00
H4 0.407 -5.251 -3.608  0.00
H5 0.597 -6.252 -2.236  0.00
H6 -2.654 -5.130 -1.986  0.00
H7 -2.267 -3.634 -1.206  0.00
H8 -1.923 -6.476 0.001  0.00
H9 -2.864 -5.082 0.553  0.00
H10 -1.084 -5.024 0.616  0.00
H11 2.287 -4.306 -1.984  0.00
H12 2.063 -2.546 -2.035  0.02
H13 1.536 -3.557 -3.393  0.00
H14 -0.814 -2.892 -0.086  0.01
Te1 -1.647 0.143 -1.802  0.07
C7 -1.864 2.234 -2.069  0.00
C8 -3.074 2.765 -1.681  0.01
C9 -3.137 4.202 -1.804  0.00
C10 -1.981 4.721 -2.281  0.00
S1 -0.812 3.538 -2.631  0.00
H15 -3.885 2.161 -1.299  0.00
H16 -3.999 4.778 -1.573  0.00
H17 -1.723 5.768 -2.429  0.00
C11 4.631 3.922 -0.481  0.01
C12 4.644 3.237 -1.675  0.00
C13 3.889 2.059 -1.825  0.02
C14 3.211 1.485 -0.758  -0.01
C15 3.170 2.228 0.445  0.00
C16 3.855 3.420 0.579  -0.01
Si1 2.531 -0.304 -0.900  0.11
C17 3.828 -1.322 0.085  0.01
C18 4.622 -2.225 -0.628  0.02
C19 5.387 -3.189 0.006  0.00
C20 5.377 -3.275 1.383  0.01
C21 4.663 -2.324 2.093  -0.01
C22 3.884 -1.368 1.488  0.01
H18 5.231 4.820 -0.353  0.00
H19 5.239 3.575 -2.499  0.00
H20 3.848 1.558 -2.786  0.00
H21 2.591 1.858 1.302  0.01
H22 3.829 3.923 1.545  0.00
H23 2.799 -0.660 -2.312  0.01
H24 4.697 -2.154 -1.721  0.00
H25 5.958 -3.914 -0.570  0.00
H26 5.946 -4.052 1.858  0.00
H27 4.753 -2.326 3.178  0.00
H28 3.337 -0.642 2.114  0.00
C23 -5.928 0.552 2.641  0.00
C24 -4.595 -0.048 3.043  0.00
C25 -3.575 0.229 1.962  0.00
N3 -2.223 -0.126 2.411  0.02
C26 -1.102 0.386 1.908  0.01
S2 0.217 -0.664 1.616  0.06
N4 -0.964 1.732 1.624  0.02
C27 -1.551 2.815 2.356  0.00
O1 -2.431 2.618 3.179  0.00
C28 -1.070 4.153 1.969  0.00
C29 -0.001 4.389 1.092  0.00
C30 0.308 5.655 0.652  0.00
C31 -0.429 6.725 1.098  0.00
C32 -1.456 6.551 1.996  0.00
C33 -1.772 5.277 2.435  0.00
H29 -6.681 0.439 3.410  0.00
H30 -6.347 0.158 1.712  0.00
H31 -5.834 1.625 2.491  0.00
H32 -4.716 -1.105 3.264  0.00
H33 -4.194 0.456 3.949  0.00
H34 -3.589 1.283 1.672  0.00
H35 -3.814 -0.326 1.045  0.00
H36 -2.114 -1.092 2.756  0.00
H37 -0.147 1.988 1.065  0.00
H38 0.684 3.567 0.797  0.00
H39 1.080 5.821 -0.091  0.00
H40 -0.144 7.736 0.843  0.00
H41 -2.011 7.418 2.360  0.00
H42 -2.537 5.126 3.183  0.00